--- w ---
C5H17N3O | ωB97M-V with the def2-TZVPD basis set

Element x y z (Å)
C1 1.4205 0.2498 -0.5442
C2 0.0504 -0.3734 1.4437
C3 2.8126 0.1594 0.0844
C4 1.0712 -1.0448 -1.2681
N1 0.3666 0.6484 0.4357
N2 0.8170 1.8619 1.0991
H1 1.4080 1.0684 -1.2701
H2 0.6607 2.5926 0.3977
H3 0.1711 2.0615 1.8565
H4 0.9420 -0.6898 1.9899
H5 -0.6529 0.0537 2.1595
H6 -0.4496 -1.1868 0.9279
H7 3.0621 1.0644 0.6338
H8 2.8846 -0.6961 0.7571
H9 3.5478 0.0229 -0.7085
H10 0.0370 -1.0527 -1.6012
H11 1.2126 -1.9102 -0.6202
H12 1.7359 -1.1520 -2.1247
C5 -3.3744 -0.8998 -0.4407
N3 -1.0004 1.1776 -0.4820
O1 -2.0450 -0.9590 -0.8156
H13 -1.7284 1.3433 0.2171
H14 -1.6408 0.3092 -1.0828
H15 -3.5206 -0.8548 0.6549
H16 -3.9075 -1.7801 -0.8273
H17 -3.8808 -0.0136 -0.8719

Computed properties:
LUMO level in eV: 0.698
HOMO in eV: -7.2


--- x ---
C5H17N3O | ωB97M-V with the def2-TZVPD basis set

Element x y z (Å)
C1 -0.6319 -1.1668 0.2968
C2 -0.0721 -0.9712 -1.1153
C3 -1.0728 -2.6052 0.5493
C4 -1.7630 -0.1745 0.5600
N1 1.0363 -1.8937 -1.3854
O1 0.4876 -0.8551 1.1943
H1 0.2856 -1.2169 2.0645
H2 1.3585 -1.7772 -2.3389
H3 1.8152 -1.6627 -0.7783
H4 -0.8790 -1.1835 -1.8212
H5 0.2059 0.0834 -1.2268
H6 -1.4220 -2.7263 1.5798
H7 -1.9009 -2.8667 -0.1120
H8 -0.2517 -3.2937 0.3579
H9 -1.4353 0.8522 0.3855
H10 -2.1095 -0.2585 1.5934
H11 -2.6128 -0.3798 -0.0947
C5 0.1941 3.0935 -0.6146
N2 1.3257 2.1512 -0.5578
N3 1.3817 1.8665 0.9158
H12 2.2253 2.5694 -0.7795
H13 1.1907 0.8656 1.0917
H14 2.2361 2.1729 1.3948
H15 0.5028 4.1102 -0.8725
H16 0.4686 2.5323 1.0260
H17 -0.5632 2.7348 -1.3129

Computed properties:
LUMO level in eV: 0.560
HOMO in eV: -6.7


So which one is most stable? That would be x, about 26.5 kcal/mol below the next structure.


--- w ---
C34H38As2Br4CaIN7O12 | ωB97M-V with the def2-TZVPD basis set

Element x y z (Å)
Ca1 2.3229 -0.3416 -0.5317
N1 1.6893 -1.0041 2.9527
C1 2.2401 0.2267 2.8824
N2 2.2580 0.9335 4.0085
C2 2.8235 2.1327 3.8999
N3 2.9073 2.8877 5.0075
N4 3.3271 2.6586 2.7679
C3 3.2473 1.8740 1.7126
N5 2.7444 0.6342 1.7004
C4 3.7208 2.4517 0.4168
C5 3.8177 3.8273 0.2773
C6 4.1671 4.3460 -0.9595
C7 4.4305 3.4768 -2.0026
C8 4.3192 2.1150 -1.7701
N6 3.9673 1.6050 -0.5899
H1 1.1593 -1.2025 3.7847
H2 1.3629 -1.4566 2.1150
H3 2.4300 2.5836 5.8366
H4 3.2024 3.8425 4.9145
H5 3.5855 4.4627 1.1177
H6 4.2114 5.4166 -1.1094
H7 4.6793 3.8349 -2.9921
H8 4.4641 1.4001 -2.5722
Br1 1.7842 4.0055 -5.9712
C9 1.5246 3.1677 -4.2973
C10 0.9355 3.8444 -3.2453
Br2 0.4133 5.6509 -3.4361
C11 0.7149 3.1733 -2.0323
Br3 0.0519 4.1079 -0.5274
C12 1.0032 1.8182 -1.8453
O1 0.7322 1.1714 -0.7319
C13 1.7491 1.1617 -2.8977
O2 2.3008 -0.0094 -2.6857
C14 1.9376 1.8444 -4.1006
Br4 2.9407 0.9205 -5.4175
C15 -0.1108 -3.7941 -2.4279
C16 0.9337 -4.5319 -1.5883
C17 1.1028 -3.5847 -0.4160
O3 1.0603 -2.2766 -1.0146
C18 0.2656 -2.3278 -2.2296
H9 -1.1055 -3.9933 -2.0320
H10 -0.0884 -4.0763 -3.4797
H11 1.8772 -4.6198 -2.1303
H12 0.6168 -5.5281 -1.2834
H13 2.0610 -3.6798 0.0968
H14 0.2772 -3.6778 0.2935
H15 0.8847 -1.9239 -3.0300
H16 -0.5987 -1.6745 -2.0978
C19 -1.1674 -1.5748 5.2835
O4 -1.5452 -1.5344 3.9011
C20 -2.4228 -0.5582 3.6012
O5 -2.7549 0.2966 4.3760
C21 -2.8170 -0.6032 2.1555
C22 -4.0973 -0.8171 1.8348
As1 -5.0723 -0.7473 0.0517
C23 -5.7048 1.0959 0.1791
C24 -3.2698 -0.7290 -0.7609
C25 -2.4077 0.2393 -0.3854
As2 -1.1642 -0.2628 1.0274
C26 -0.8126 1.4427 1.9332
C27 -2.6779 1.6944 -0.5987
O6 -3.0099 2.4577 0.2684
O7 -2.5001 2.1538 -1.8424
C28 -1.8841 1.3550 -2.8588
C29 -2.8315 -2.1648 -0.7709
O8 -1.9809 -2.6612 -0.0750
O9 -3.4377 -2.9563 -1.6765
C30 -4.1904 -2.4044 -2.7619
C31 -5.0422 -1.2102 2.9229
O10 -4.7695 -1.8251 3.9208
O11 -6.2959 -0.8175 2.6230
C32 -7.2972 -1.1818 3.5808
H17 -0.5107 -2.4348 5.3855
H18 -2.0507 -1.6962 5.9075
H19 -0.6554 -0.6549 5.5684
H20 -6.6608 1.0181 0.6949
H21 -5.8750 1.5018 -0.8178
H22 -5.0326 1.7356 0.7351
H23 -1.7029 2.0332 2.1143
H24 -0.0951 1.9915 1.3306
H25 -0.3539 1.1620 2.8857
H26 -1.6859 2.0398 -3.6787
H27 -2.5508 0.5595 -3.1903
H28 -0.9409 0.9343 -2.5064
H29 -4.1225 -3.1313 -3.5671
H30 -3.7746 -1.4544 -3.0921
H31 -5.2323 -2.2718 -2.4714
H32 -8.2463 -0.8886 3.1433
H33 -7.1271 -0.6530 4.5169
H34 -7.2710 -2.2537 3.7653
N7 6.0855 -1.1236 -1.0579
C33 4.9378 -1.8083 -1.1320
O12 4.1342 -1.8385 -0.1982
C34 4.6624 -2.5310 -2.4238
I1 5.0355 -4.6107 -2.1542
H35 6.2462 -0.5503 -0.2451
H36 6.6953 -1.0317 -1.8503
H37 5.2895 -2.1970 -3.2439
H38 3.6145 -2.4060 -2.6864

Computed properties:
LUMO level in eV: -0.460
HOMO in eV: -6.7


--- x ---
C34H38As2Br4CaIN7O12 | ωB97M-V with the def2-TZVPD basis set

Element x y z (Å)
Ca1 -2.0341 0.5846 -1.2880
N1 -0.4141 3.1675 0.2542
C1 -1.6556 3.1804 0.7269
N2 -1.9462 4.0535 1.6945
C2 -3.2277 4.1037 2.0320
N3 -3.5757 4.8940 3.0582
N4 -4.2252 3.4391 1.4127
C3 -3.8101 2.5620 0.5179
N5 -2.5453 2.3004 0.2022
C4 -4.8709 1.8895 -0.2916
C5 -6.1908 2.3056 -0.1698
C6 -7.1363 1.7713 -1.0297
C7 -6.7341 0.8484 -1.9791
C8 -5.3980 0.4758 -2.0099
N6 -4.4877 0.9686 -1.1809
H1 0.2685 3.7749 0.6735
H2 -0.1261 2.5313 -0.4743
H3 -2.8734 5.4521 3.5076
H4 -4.5460 5.0013 3.2877
H5 -6.4414 3.0446 0.5733
H6 -8.1696 2.0846 -0.9682
H7 -7.4320 0.4250 -2.6862
H8 -5.0351 -0.2556 -2.7230
Br1 0.8462 2.8125 -7.1257
C9 0.6043 2.0378 -5.4201
C10 1.4983 1.1005 -4.9401
Br2 2.9775 0.5467 -5.9761
C11 1.3055 0.5790 -3.6543
Br3 2.4047 -0.8259 -2.9984
C12 0.2741 0.9751 -2.8157
O1 0.0993 0.4919 -1.6061
C13 -0.7096 1.8832 -3.3592
O2 -1.7804 2.1474 -2.6738
C14 -0.4905 2.4091 -4.6321
Br4 -1.8239 3.5828 -5.2773
C15 -2.2822 -2.3736 -4.9209
C16 -1.9772 -3.3562 -3.7735
C17 -1.7486 -2.4487 -2.5570
O3 -2.2983 -1.1781 -2.9134
C18 -1.9914 -1.0106 -4.3042
H9 -3.3255 -2.4477 -5.2285
H10 -1.6602 -2.5494 -5.7969
H11 -1.0942 -3.9599 -3.9776
H12 -2.8122 -4.0361 -3.6076
H13 -0.6819 -2.3096 -2.3422
H14 -2.2522 -2.7854 -1.6496
H15 -0.9340 -0.7370 -4.4025
H16 -2.6033 -0.1882 -4.6762
C19 2.4934 3.9438 3.6601
O4 2.8375 2.8267 2.8372
C20 2.6298 1.6312 3.4034
O5 2.0825 1.4611 4.4623
C21 3.0516 0.5335 2.4943
C22 4.0742 -0.2490 2.8429
As1 4.7623 -1.9669 2.0117
C23 3.5814 -3.1839 2.9952
C24 3.7099 -1.4127 0.4443
C25 2.3688 -1.2871 0.5824
As2 1.8562 0.5909 0.8389
C26 0.2461 0.4909 1.9780
C27 1.4503 -2.3978 0.9862
O6 0.6385 -2.3557 1.8944
O7 1.4388 -3.5102 0.2336
C28 2.3019 -3.7284 -0.8755
C29 4.5262 -0.3485 -0.2439
O8 4.3711 0.8390 -0.1311
O9 5.5934 -0.7935 -0.9190
C30 5.7048 -2.1520 -1.3154
C31 4.8860 0.1281 4.0218
O10 4.9739 1.2251 4.5094
O11 5.5494 -0.9478 4.4970
C32 6.3836 -0.6963 5.6286
H17 2.7348 4.8248 3.0719
H18 3.0823 3.9197 4.5770
H19 1.4320 3.9222 3.9097
H20 4.1179 -3.4348 3.9096
H21 3.4254 -4.1000 2.4254
H22 2.6306 -2.7307 3.2517
H23 0.3576 -0.1974 2.8033
H24 -0.6384 0.2398 1.4244
H25 0.1333 1.5082 2.3631
H26 1.9001 -4.6088 -1.3721
H27 3.3179 -3.9329 -0.5355
H28 2.2900 -2.8769 -1.5574
H29 6.2109 -2.1444 -2.2784
H30 4.7278 -2.6196 -1.4301
H31 6.2995 -2.7085 -0.5835
H32 6.7966 -1.6608 5.9092
H33 5.7967 -0.2738 6.4433
H34 7.1796 -0.0012 5.3614
N7 -2.1275 -2.5104 1.8591
C33 -2.8983 -1.7573 1.0706
O12 -2.3972 -0.9440 0.3115
C34 -4.3977 -1.9691 1.0941
I1 -5.2549 -1.9151 3.0451
H35 -1.1146 -2.3815 1.8459
H36 -2.5405 -3.1204 2.5441
H37 -4.6432 -2.9439 0.6736
H38 -4.8699 -1.1858 0.5148

Computed properties:
LUMO level in eV: -0.707
HOMO in eV: -6.5


So which one is most stable? That would be w, about 14.1 kcal/mol below the next structure.


--- w ---
C10H12O2 | ωB97M-V with the def2-TZVPD basis set

Element x y z (Å)
C1 -1.6036 -0.9853 0.5779
C2 -2.5107 -0.0769 -0.3517
C3 -2.4979 1.5053 -0.0024
C4 -2.2215 2.3483 -0.7975
C5 -0.1615 -0.4383 0.3703
C6 0.3954 0.5660 1.0083
C7 1.7885 0.9582 0.8561
C8 2.5446 0.1821 -0.0731
C9 2.0547 -0.9050 -0.6776
C10 0.7075 -1.1951 -0.5714
H1 -1.6280 -3.0956 0.9487
H2 -1.6740 -0.8649 1.8270
H3 -2.4496 -0.4765 -1.3156
H4 -3.4930 -0.4708 -0.5312
H5 -3.0325 1.4813 1.3335
H6 -2.1607 2.0222 -2.0733
H7 -2.3097 3.3504 -0.5859
H8 -0.0102 1.1405 1.4542
H9 1.9539 2.0950 1.2313
H10 4.5718 -0.0084 -0.5448
H11 2.7254 -1.6768 -1.5820
H12 0.2983 -2.2744 -1.1350
O1 -1.8690 -2.2481 0.0674
O2 3.8984 0.6258 -0.1999

Computed properties:
LUMO level in eV: 0.335
HOMO in eV: -8.4


--- x ---
C10H12O2 | ωB97M-V with the def2-TZVPD basis set

Element x y z (Å)
C1 -2.6336 2.1150 -0.0368
C2 -1.9653 1.7279 1.1405
C3 -2.0501 1.9616 -1.2346
C4 -0.7207 1.2301 1.1222
C5 -0.7074 1.5214 -1.2641
C6 -0.1059 1.0108 -0.0885
C7 -0.1659 -3.2941 0.2956
C8 1.8351 -0.2517 -1.3050
C9 2.2287 -1.2445 1.3690
C10 1.0795 0.0804 -0.0939
O1 0.9971 -2.9992 0.2736
O2 1.3706 -0.3721 1.0615
H1 -3.6321 2.5403 0.0327
H2 -2.4252 2.0796 2.1240
H3 -2.6413 2.2683 -2.1038
H4 -0.0419 1.0514 1.9519
H5 -0.1684 1.6443 -2.2524
H6 -0.8325 -2.3837 0.1953
H7 1.4143 0.3783 -2.1474
H8 1.7337 -1.3498 -1.5394
H9 2.9015 -0.0585 -1.0531
H10 2.8173 -1.7597 0.5730
H11 -0.5215 -4.3042 0.6494
H12 2.2339 -1.5921 2.3302

Computed properties:
LUMO level (spin up / spin down) in eV: 0.472 / 0.443
HOMO (spin up / spin down) in eV: -6.3 / -6.6


--- y ---
C10H12O2 | ωB97M-V with the def2-TZVPD basis set

Element x y z (Å)
C1 -0.5200 2.1688 -0.0745
C2 -1.1933 1.2161 -0.3411
C3 -2.0891 0.1411 -0.7269
C4 -3.2217 -0.0075 0.2926
C5 -1.3017 -1.1780 -0.8737
O1 -0.8398 -1.6466 0.3754
C6 0.1917 -0.9600 0.9554
C7 1.3318 -0.5395 0.4113
C8 2.4366 0.1832 1.1411
C9 3.3934 0.4363 0.0146
C10 2.8757 -0.0638 -1.1001
O2 1.6569 -0.6539 -0.9316
H1 0.1199 2.9574 0.1841
H2 -2.5075 0.3907 -1.7109
H3 -3.9493 -0.7355 -0.0594
H4 -3.7219 0.9458 0.4487
H5 -2.8217 -0.3501 1.2448
H6 -1.9655 -1.9632 -1.2446
H7 -0.4754 -1.0400 -1.5798
H8 0.0578 -0.8428 2.0215
H9 2.8793 -0.4263 1.9312
H10 2.0750 1.1079 1.5989
H11 4.3284 0.9467 0.1264
H12 3.2604 -0.0866 -2.1034

Computed properties:
Structure (SMILES): C#C[C@H](C)CO/C=C1/CC=CO1
LUMO level in eV: 0.977
HOMO in eV: -7.6


So which one is most stable? That would be y, about 33.8 kcal/mol below the next structure.